Formula: C20H23BF3IN2O3S
Source: the Open Molecules 2025 dataset
Level of theory: wB97M-V/def2-TZVPD

The HOMO-LUMO gap comes out at 7.34 eV. The net charge is 0. The lowest unoccupied orbital energy is -1.21 eV. For the relative energy (zero: lowest compared OMol25 entry of this formula, charge and spin), the calculation gives 25.37 kcal per mole. For the largest force on an atom, the calculation gives 0.068 Eh/bohr.

Each line ends with the natural charge from an NBO analysis.
Positions of all 54 atoms, in Å:
C  -0.337  0.924  4.056  -0.43
C  -1.671  0.923  3.855  -0.14
C  -2.352  0.787  2.477  -0.50
C  -1.408  0.179  1.442  0.02
C  -1.078  -1.153  1.477  0.03
C  -1.721  -1.951  2.591  -0.23
C  -2.983  -2.450  2.550  -0.39
C  -0.149  -1.744  0.540  0.01
C  0.191  -3.213  0.694  -0.34
I  -0.307  -4.410  -1.029  0.11
C  1.654  -3.417  1.256  -0.42
C  2.367  -4.712  0.802  -0.61
C  0.403  -0.919  -0.421  -0.43
B  1.464  -1.435  -1.510  1.14
O  2.670  -2.049  -1.171  -0.96
C  1.174  -1.240  -3.075  -0.83
C  2.491  -0.640  -3.708  -0.59
C  0.059  0.460  -0.475  0.24
N  0.665  1.218  -1.438  -0.39
C  0.320  2.484  -1.456  0.22
C  0.958  3.359  -2.535  -0.68
C  -0.601  3.000  -0.484  -0.08
S  -1.028  4.772  -0.568  2.02
O  0.133  5.600  -0.380  -0.91
O  -2.016  5.122  0.408  -0.89
C  -1.775  5.189  -2.241  0.75
F  -0.939  5.978  -2.919  -0.30
F  -2.032  4.082  -2.955  -0.32
F  -2.898  5.876  -2.080  -0.29
N  -1.188  2.352  0.481  -0.30
C  -0.837  1.038  0.443  0.07
H  0.363  1.566  3.505  0.20
H  0.105  0.261  4.811  0.20
H  -2.312  1.017  4.743  0.20
H  -2.740  1.763  2.148  0.26
H  -3.193  0.104  2.640  0.24
H  -1.124  -2.182  3.487  0.22
H  -3.364  -3.140  1.788  0.21
H  -3.683  -2.206  3.364  0.20
H  -0.457  -3.590  1.497  0.24
H  1.550  -3.504  2.353  0.21
H  2.263  -2.518  1.108  0.24
H  2.774  -4.619  -0.209  0.20
H  1.693  -5.571  0.917  0.21
H  3.179  -4.892  1.526  0.22
H  2.579  -2.973  -1.450  0.50
H  0.943  -2.196  -3.570  0.24
H  0.402  -0.479  -3.248  0.23
H  2.256  0.217  -4.360  0.20
H  3.047  -1.377  -4.302  0.21
H  3.159  -0.229  -2.935  0.21
H  0.306  3.293  -3.419  0.24
H  1.896  2.858  -2.809  0.25
H  1.129  4.388  -2.209  0.25

Atoms 1-6, force components in eV/Å:
0.094 0.056 0.177
0.178 0.036 -0.282
0.379 1.209 0.496
-0.424 0.588 0.237
0.275 -1.832 -0.295
0.106 -0.587 -0.383